Entry 1:
{"formula": "C10H17N4", "method": "ωB97M-V with the def2-TZVPD basis set", "symbols": ["C", "C", "C", "C", "C", "C", "C", "C", "C", "C", "N", "N", "N", "N", "H", "H", "H", "H", "H", "H", "H", "H", "H", "H", "H", "H", "H", "H", "H", "H", "H"], "positions_angstrom": [[1.73, -0.74, -0.36], [-0.12, 1.61, -0.16], [0.55, -1.38, -0.33], [-0.67, -0.81, 0.02], [0.60, -2.90, -0.59], [-1.83, -1.71, 0.45], [-2.13, 1.28, -1.85], [4.43, 1.42, 0.30], [-1.05, 0.74, 1.88], [-2.25, 1.19, -0.26], [2.75, -0.11, -0.26], [0.73, 2.27, -0.56], [3.93, 0.20, -0.29], [-0.96, 0.61, 0.35], [1.57, -3.01, -1.03], [-0.13, -3.22, -1.24], [0.52, -3.58, 0.33], [-1.50, -2.66, 0.25], [-2.72, -1.50, -0.13], [-2.02, -1.56, 1.57], [-1.19, 0.75, -2.10], [-2.92, 0.72, -2.34], [-2.21, 2.30, -2.08], [3.82, 1.90, 1.08], [5.30, 0.96, 0.80], [4.84, 2.24, -0.31], [-0.25, 0.23, 2.52], [-1.09, 1.86, 1.96], [-1.97, 0.42, 2.35], [-3.10, 0.39, -0.12], [-2.65, 2.07, 0.12]], "homo_ev": [-11.16, -11.16], "gap_ev": [7.74, 7.74], "de_lowest_kcal_mol": 140.8, "total_charge": 1, "total_energy_ev": -16592.1280}



Entry 2:
{"formula": "C43H61BI2N2OP3SeTi", "method": "ωB97M-V with the def2-TZVPD basis set", "symbols": ["Ti", "C", "C", "C", "C", "P", "C", "N", "B", "N", "C", "P", "C", "C", "C", "C", "C", "C", "C", "C", "C", "C", "C", "C", "C", "C", "C", "C", "C", "C", "H", "H", "H", "H", "H", "H", "H", "H", "H", "H", "H", "H", "H", "H", "H", "H", "H", "H", "H", "H", "H", "H", "H", "H", "H", "H", "H", "H", "H", "H", "H", "H", "H", "H", "H", "H", "H", "H", "H", "H", "H", "H", "H", "H", "I", "C", "I", "H", "H", "Se", "O", "P", "C", "C", "C", "C", "C", "C", "C", "C", "C", "C", "C", "C", "C", "C", "C", "C", "C", "C", "H", "H", "H", "H", "H", "H", "H", "H", "H", "H", "H", "H", "H", "H", "H"], "positions_angstrom": [[0.35, 0.18, -0.09], [-1.21, -2.73, -4.50], [-0.35, -1.71, -3.73], [-0.21, -0.40, -4.52], [1.05, -2.26, -3.48], [-1.09, -1.31, -2.00], [-1.25, -3.01, -1.27], [-0.52, -3.00, -0.06], [0.40, -2.02, 0.48], [1.01, -2.74, 1.60], [2.05, -2.35, 2.53], [3.13, -1.08, 1.85], [4.22, -0.71, 3.36], [4.59, -1.91, 4.23], [5.46, 0.03, 2.86], [3.43, 0.31, 4.19], [4.24, -2.05, 0.63], [4.99, -1.03, -0.19], [3.36, -2.76, -0.41], [5.18, -3.04, 1.28], [0.48, -3.99, 1.74], [0.72, -5.01, 2.67], [0.05, -6.21, 2.46], [-0.90, -6.40, 1.44], [-1.23, -5.34, 0.60], [-0.46, -4.18, 0.71], [-2.89, -0.87, -2.14], [-3.47, -1.00, -0.74], [-3.00, 0.57, -2.67], [-3.72, -1.74, -3.08], [-0.62, -3.07, -5.36], [-2.10, -2.29, -4.93], [-1.45, -3.62, -3.93], [0.51, -0.51, -5.35], [0.10, 0.46, -3.96], [-1.12, -0.16, -5.02], [1.43, -2.55, -4.46], [1.03, -3.14, -2.84], [1.69, -1.50, -3.07], [-0.85, -3.71, -2.01], [-2.27, -3.28, -1.20], [2.63, -3.21, 2.84], [1.61, -1.90, 3.43], [5.07, -2.65, 3.67], [3.69, -2.27, 4.74], [5.27, -1.58, 5.02], [6.13, -0.59, 2.26], [6.00, 0.42, 3.72], [5.09, 0.86, 2.22], [2.46, -0.10, 4.48], [3.32, 1.23, 3.66], [4.03, 0.50, 5.11], [4.26, -0.55, -0.81], [5.75, -1.54, -0.81], [5.50, -0.27, 0.40], [2.63, -2.02, -0.77], [2.78, -3.57, -0.01], [3.98, -3.11, -1.22], [5.91, -2.55, 1.89], [5.73, -3.62, 0.51], [4.60, -3.73, 1.90], [1.40, -4.87, 3.50], [0.31, -7.08, 3.07], [-1.31, -7.40, 1.34], [-1.94, -5.42, -0.20], [-2.78, -0.59, -0.01], [-3.67, -2.04, -0.50], [-4.40, -0.46, -0.66], [-2.27, 1.23, -2.21], [-3.99, 1.02, -2.43], [-2.81, 0.59, -3.74], [-3.44, -2.77, -3.03], [-3.67, -1.38, -4.12], [-4.74, -1.65, -2.77], [-0.31, 0.81, 3.57], [0.97, 2.51, 3.44], [2.03, 2.68, 1.61], [1.62, 2.42, 4.29], [0.30, 3.36, 3.48], [1.91, 0.93, -1.52], [-1.02, 1.72, -0.05], [-1.79, 3.02, -0.25], [-3.53, 2.80, 0.06], [-4.42, 3.82, -0.25], [-5.74, 3.74, 0.16], [-6.14, 2.66, 0.98], [-5.25, 1.67, 1.33], [-3.92, 1.77, 0.92], [-1.45, 3.65, -1.92], [-0.11, 3.86, -2.21], [0.26, 4.36, -3.44], [-0.75, 4.65, -4.40], [-2.09, 4.36, -4.12], [-2.43, 3.85, -2.88], [-1.31, 4.26, 0.99], [-1.84, 4.10, 2.26], [-1.53, 4.96, 3.28], [-0.69, 6.06, 3.03], [-0.20, 6.27, 1.76], [-0.51, 5.36, 0.74], [-4.08, 4.61, -0.87], [-6.47, 4.50, -0.17], [-7.17, 2.65, 1.26], [-5.58, 0.90, 1.99], [-3.20, 0.99, 1.22], [0.69, 3.63, -1.53], [1.31, 4.48, -3.70], [-0.44, 5.06, -5.35], [-2.85, 4.44, -4.92], [-3.46, 3.65, -2.59], [-2.54, 3.27, 2.44], [-1.98, 4.84, 4.26], [-0.47, 6.78, 3.80], [0.41, 7.15, 1.48], [-0.12, 5.55, -0.26]], "homo_ev": -9.74, "gap_ev": 7.10, "de_lowest_kcal_mol": 4.5, "total_charge": 1, "total_energy_ev": -183812.9742}